Record 1
This record from the Open Molecules 2025 dataset describes an isolated ion of composition C4H3N2O2S and charge -1 in a non-equilibrium geometry. The level of theory is ωB97M-V with the def2-TZVPD basis set.

XYZ file:
```
12
Properties=species:S:1:pos:R:3:forces:R:3
S 0.926 0.594 -3.117 -0.37 -0.64 -0.81
H 0.822 1.745 -1.218 0.47 1.96 1.14
H -0.309 -1.032 1.248 -0.65 -1.27 -2.37
C -0.471 -1.166 0.078 0.04 -1.09 1.94
H 0.402 0.693 0.481 -0.65 -1.63 -1.62
N -1.757 -3.310 -0.518 2.49 -0.22 -0.47
C 0.561 0.788 -1.497 -0.02 -2.11 -1.74
O -3.210 -4.129 0.846 -0.45 0.35 -0.51
C 0.180 -0.011 -0.456 0.14 2.90 3.31
N -2.979 -3.776 -0.314 -1.60 -1.06 0.29
C -1.181 -2.264 -0.249 0.44 2.42 0.19
O -3.664 -4.046 -1.299 0.18 0.40 0.66
```
Forces are in eV/Å.

Properties
* net charge: -1
* ΔE to the lowest compared entry with this formula, charge and spin: 704.24 kJ/mol


Record 2
This record from the Open Molecules 2025 dataset describes C2H4N2O2 as an isolated structure in a non-equilibrium geometry. The level of theory is ωB97M-V with the def2-TZVPD basis set.

XYZ file:
```
10
Properties=species:S:1:pos:R:3:forces:R:3
O -0.471 -1.025 0.146 -1.25 1.45 1.03
H -1.967 0.523 0.298 0.13 0.85 -0.19
H -0.217 1.009 -1.340 -0.39 -0.57 0.31
N 0.306 1.367 -0.517 2.67 -0.39 -0.55
C 0.817 -0.896 -0.345 -0.31 0.54 -0.13
O -0.877 0.639 2.088 -0.24 0.30 -2.11
H 1.523 -1.527 0.207 0.05 0.19 -0.24
H 0.865 -1.072 -1.435 0.02 -0.11 0.12
N 1.127 0.522 -0.057 -1.00 1.67 -0.11
C -1.107 0.460 0.954 0.31 -3.93 1.87
```
Forces are in eV/Å.

Properties
* ΔE to the lowest compared entry with this formula, charge and spin: 570.10 kJ/mol


Number 1: gap between HOMO and LUMO 6.3 eV. Number 2: gap between HOMO and LUMO 8.6 eV.